No. 1
This record from the OMol25 dataset describes 2 unconnected molecules or ions with the total composition C6H15NO. The level of theory is ωB97M-V/def2-TZVPD.

XYZ file:
```
23
C6H15NO ωB97M-V/def2-TZVPD
C -1.56 -1.95 0.84
C -1.12 -1.88 -0.63
C -0.19 -0.72 -0.91
C 1.13 -0.92 -0.85
C 2.20 0.12 -0.75
C -0.89 0.55 -1.24
N -0.50 -2.31 1.73
H -2.05 -1.01 1.11
H -2.38 -2.68 0.83
H -2.02 -1.84 -1.24
H -0.66 -2.84 -0.84
H 1.42 -1.96 -0.72
H 1.91 1.13 -1.00
H 2.63 0.11 0.25
H 3.01 -0.06 -1.44
H -0.26 1.42 -1.45
H -1.65 0.42 -2.00
H -1.41 0.93 -0.34
H -0.50 -1.89 2.64
H 0.41 -2.35 1.29
H 0.36 6.25 1.08
H 1.37 5.12 0.69
O 0.72 5.40 1.33
```

Computed properties:
Energy relative to the best compared isomer or geometry (same formula, charge and spin) in kcal per mole: 39.3
Gap between HOMO and LUMO in Ha: 0.345

Atomic partial charges in e from the Mulliken method, atoms 1 to 4:
1 C -0.27
2 C -1.26
3 C 0.93
4 C -0.27



No. 2
This record from the OMol25 dataset describes a molecular structure, C35H40HfN4P2. The level of theory is ωB97M-V/def2-TZVPD.

XYZ file:
```
82
C35H40HfN4P2 ωB97M-V/def2-TZVPD
Hf 1.68 0.37 -1.81
C 5.99 2.42 -2.76
C 5.68 2.99 -1.59
C 5.21 4.39 -1.40
C 4.24 4.94 -2.49
C 3.19 3.96 -2.97
C 3.40 2.91 -3.78
C 4.53 2.89 -4.76
C 5.90 3.12 -4.10
C -0.11 -0.59 -2.68
H 6.48 1.44 -2.81
H 6.00 2.52 -0.67
H 6.10 5.06 -1.38
H 4.73 4.49 -0.41
H 3.71 5.78 -2.02
H 4.82 5.39 -3.31
H 2.16 4.28 -2.79
H 2.62 2.16 -3.98
H 4.38 3.67 -5.51
H 4.55 1.93 -5.29
H 6.67 2.67 -4.75
H 6.14 4.19 -4.02
H 0.03 -1.68 -2.56
H -0.32 -0.38 -3.73
H -1.05 -0.36 -2.15
P 0.52 2.57 -1.23
P 1.74 1.13 1.23
N 0.06 3.33 -2.90
N -1.03 3.13 -0.53
N 3.15 0.25 0.19
N 2.54 0.64 2.65
C 1.68 3.61 -0.22
C 2.28 2.88 1.02
C 0.12 2.54 -4.05
C -0.22 3.30 -5.15
C -0.49 4.62 -4.68
C -0.30 4.62 -3.30
C -2.25 2.56 -0.91
C -3.28 3.20 -0.23
C -2.68 4.23 0.58
C -1.31 4.18 0.35
C 2.88 -0.97 -0.51
C 3.85 -1.09 -1.53
C 4.85 -0.13 -1.23
C 4.43 0.64 -0.16
C 3.88 0.80 3.05
C 4.06 0.06 4.22
C 2.81 -0.59 4.51
C 1.90 -0.23 3.54
H 1.20 4.56 0.05
H 2.51 3.94 -0.87
H 3.38 2.90 0.98
H 1.94 3.39 1.94
H 0.35 1.49 -4.02
H -0.26 2.93 -6.17
H -0.80 5.46 -5.29
H -0.42 5.42 -2.57
H -2.26 1.75 -1.63
H -4.33 2.96 -0.30
H -3.19 4.92 1.24
H -0.53 4.80 0.76
H 2.29 -1.75 -0.03
H 3.91 -1.90 -2.27
H 5.79 -0.01 -1.75
H 4.95 1.37 0.45
H 4.57 1.42 2.50
H 4.98 -0.02 4.78
H 2.62 -1.23 5.36
H 0.86 -0.51 3.36
C 0.21 -0.70 -0.33
C -0.62 -1.32 0.42
C -1.56 -2.04 1.19
C -1.29 -3.36 1.64
C -2.28 -4.18 2.16
C -3.58 -3.66 2.38
C -3.87 -2.34 2.01
C -2.87 -1.53 1.46
H -0.30 -3.79 1.47
H -2.07 -5.23 2.41
H -4.36 -4.30 2.81
H -4.90 -1.96 2.10
H -3.12 -0.49 1.20
```

Computed properties:
Energy relative to the best compared isomer or geometry (same formula, charge and spin) in kcal per mole: 0.0
Gap between HOMO and LUMO in Ha: 0.160
Total charge: +2

Atomic partial charges in e from the Mulliken method, atoms 1 to 4:
1 Hf 0.20
2 C -0.74
3 C -0.57
4 C -0.84



No. 3
This record from the OMol25 dataset describes a gas-phase ion, C7H5F4O3S (charge -1). The level of theory is ωB97M-V/def2-TZVPD.

XYZ file:
```
20
C7H5F4O3S ωB97M-V/def2-TZVPD
C 2.51 -0.70 -0.31
C 0.13 1.31 0.38
C -0.59 0.25 0.09
C 1.82 -1.76 0.00
C -0.60 -1.06 0.76
C 0.39 -2.09 0.05
C -1.86 0.47 -0.89
O 1.21 3.73 0.37
O -0.92 3.25 1.40
O -0.64 3.08 -1.08
F 3.81 -0.54 -0.24
F 2.51 -3.04 0.25
F 0.05 -0.93 1.98
F -0.14 -2.30 -1.23
S 0.01 3.04 0.27
H -1.60 -1.33 1.01
H 0.25 -3.07 0.55
H -1.60 1.47 -1.42
H -2.75 0.58 -0.35
H -2.00 -0.35 -1.59
```

Computed properties:
Gap between HOMO and LUMO (alpha / beta) in Ha: 0.320 / 0.219
Total charge: -1

Atomic partial charges in e from the Mulliken method, atoms 1 to 4:
1 C 0.13
2 C -0.60
3 C 0.66
4 C 0.24



No. 4
This record from the OMol25 dataset describes 2 unconnected molecules or ions with the total composition C2H7NS. The level of theory is ωB97M-V/def2-TZVPD.

XYZ file:
```
11
C2H7NS ωB97M-V/def2-TZVPD
C -0.27 -1.50 0.30
C -0.75 1.36 0.03
N 2.46 -0.10 -0.50
S -0.29 -0.18 -0.95
H -1.28 -1.40 0.66
H 0.35 -1.28 1.13
H -0.28 -2.48 -0.29
H -1.74 1.28 0.42
H -0.62 2.12 -0.63
H 0.04 1.46 0.90
H 2.38 0.72 -1.07
```

Computed properties:
Energy relative to the best compared isomer or geometry (same formula, charge and spin) in kcal per mole: 17.8
Gap between HOMO and LUMO (alpha / beta) in Ha: 0.339 / 0.315
2S+1: 3

Atomic partial charges in e from the Mulliken method, atoms 1 to 4:
1 C -0.79
2 C -0.77
3 N -0.27
4 S -0.12



No. 5
This record from the OMol25 dataset describes 9 unconnected molecules or ions with the total composition C9H36N18O9. The level of theory is ωB97M-V/def2-TZVPD.

XYZ file:
```
72
C9H36N18O9 ωB97M-V/def2-TZVPD
C 1.93 -4.46 7.51
O 1.38 -3.68 6.78
N 2.57 -5.47 7.10
N 1.89 -4.46 8.81
H 2.75 -5.60 6.12
H 3.01 -6.16 7.69
H 1.46 -3.78 9.42
H 2.38 -5.23 9.24
C 1.25 3.36 -8.05
O 0.63 4.22 -8.67
N 1.86 2.30 -8.57
N 1.35 3.36 -6.77
H 1.74 1.94 -9.51
H 2.33 1.66 -7.96
H 2.19 2.94 -6.40
H 0.76 4.07 -6.35
C 0.72 -1.51 -0.17
O 0.20 -0.41 -0.08
N 1.22 -2.19 0.89
N 1.01 -2.09 -1.22
H 0.78 -1.94 1.76
H 1.57 -3.13 0.80
H 0.84 -1.57 -2.07
H 1.57 -2.93 -1.20
C -5.17 6.91 0.92
O -4.47 6.95 1.80
N -5.42 5.93 0.20
N -5.97 7.88 0.68
H -6.16 6.00 -0.47
H -4.80 5.13 0.31
H -6.00 8.66 1.31
H -6.70 7.69 0.01
C -1.12 -7.69 0.85
O -0.39 -8.01 -0.08
N -0.71 -7.63 2.16
N -2.39 -7.34 0.80
H 0.27 -7.81 2.35
H -1.35 -7.27 2.85
H -2.77 -7.05 -0.09
H -2.95 -7.31 1.64
C 6.31 1.19 3.97
O 5.55 1.94 3.32
N 5.98 0.27 4.89
N 7.58 1.15 3.73
H 6.78 -0.19 5.31
H 5.03 0.38 5.20
H 8.12 1.86 3.25
H 8.16 0.51 4.24
C 2.38 6.67 -1.07
O 1.68 7.15 -1.94
N 3.29 7.32 -0.43
N 2.11 5.64 -0.40
H 3.57 8.26 -0.68
H 3.39 7.03 0.53
H 2.77 5.33 0.30
H 1.40 5.03 -0.78
C -3.00 -2.07 -8.20
O -2.89 -1.47 -7.13
N -1.95 -2.35 -8.89
N -4.05 -2.32 -8.82
H -1.08 -2.19 -8.39
H -1.94 -2.74 -9.82
H -4.16 -3.12 -9.44
H -4.86 -2.19 -8.23
C -4.22 -0.75 3.50
O -4.95 -0.95 4.47
N -4.22 -1.56 2.56
N -3.41 0.26 3.44
H -3.51 -1.43 1.85
H -4.93 -2.28 2.50
H -3.47 0.99 4.14
H -2.75 0.31 2.69
```

Computed properties:
Energy relative to the best compared isomer or geometry (same formula, charge and spin) in kcal per mole: 219.8
Gap between HOMO and LUMO in Ha: 0.335

Atomic partial charges in e from the Mulliken method, atoms 1 to 4:
1 C 0.65
2 O -0.66
3 N -0.35
4 N -0.34



No. 6
This record from the OMol25 dataset describes 4 unconnected molecules or ions with the total composition C49H38BF2N2O8PS. The level of theory is ωB97M-V/def2-TZVPD.

XYZ file:
```
102
C49H38BF2N2O8PS ωB97M-V/def2-TZVPD
C 7.21 -1.92 2.91
C 6.24 -2.88 3.74
C 4.96 -3.39 2.92
F 4.52 -4.59 3.60
C 3.81 -2.31 2.77
P 4.05 -1.17 1.23
S 4.64 -2.20 -0.35
C 3.50 -1.37 4.04
O 4.23 -0.64 4.71
N 2.05 -1.40 4.40
C 1.40 -1.59 3.04
B -0.22 -1.70 2.97
N -1.02 -0.43 3.18
O -0.96 -2.90 2.68
C 2.30 -2.82 2.49
F 1.81 -3.90 3.28
H 8.00 -2.57 2.41
H 7.77 -1.17 3.56
H 6.71 -1.32 2.09
H 6.85 -3.83 3.97
H 5.96 -2.47 4.77
H 5.36 -3.76 1.91
H 2.81 -0.56 0.84
H 4.98 -0.11 1.49
H 1.79 -2.15 5.06
H 1.59 -0.56 2.58
H -0.82 0.21 2.39
H -0.67 -0.01 4.06
H -1.34 -2.76 1.78
H 2.11 -3.11 1.40
C -2.06 2.39 7.37
C -2.79 3.13 8.30
C -3.78 4.01 7.87
C -4.03 4.17 6.51
C -3.28 3.45 5.58
C -2.30 2.56 6.01
C -3.50 3.65 4.13
O -2.85 3.02 3.31
C -4.52 4.63 3.68
C -4.70 4.87 2.32
C -5.66 5.78 1.90
C -6.45 6.44 2.83
C -6.27 6.21 4.19
C -5.30 5.31 4.62
C -5.09 5.10 6.07
O -5.78 5.68 6.88
H -1.30 1.70 7.70
H -2.59 3.01 9.36
H -4.35 4.57 8.60
H -1.73 1.99 5.29
H -4.09 4.35 1.59
H -5.80 5.97 0.84
H -7.21 7.14 2.50
H -6.89 6.73 4.91
C 5.01 -3.91 -2.96
C 5.46 -5.12 -2.43
C 6.55 -5.77 -2.99
C 7.19 -5.23 -4.10
C 6.73 -4.03 -4.65
C 5.65 -3.37 -4.07
C 7.37 -3.46 -5.86
O 6.97 -2.42 -6.34
C 8.50 -4.19 -6.48
C 9.08 -3.70 -7.65
C 10.14 -4.38 -8.24
C 10.64 -5.53 -7.65
C 10.07 -6.03 -6.49
C 8.99 -5.37 -5.91
C 8.36 -5.92 -4.69
O 8.79 -6.94 -4.17
H 4.17 -3.40 -2.52
H 4.95 -5.55 -1.57
H 6.89 -6.71 -2.57
H 5.29 -2.43 -4.49
H 8.69 -2.80 -8.12
H 10.59 -4.00 -9.15
H 11.48 -6.05 -8.10
H 10.46 -6.94 -6.04
C -4.60 1.41 -1.82
C -4.58 0.75 -3.05
C -5.58 1.01 -3.98
C -6.60 1.90 -3.69
C -6.63 2.54 -2.44
C -5.62 2.30 -1.52
C -7.74 3.46 -2.09
O -7.76 4.02 -1.01
C -8.82 3.68 -3.08
C -9.90 4.50 -2.74
C -10.92 4.72 -3.66
C -10.86 4.14 -4.93
C -9.79 3.32 -5.26
C -8.77 3.08 -4.34
C -7.65 2.18 -4.69
O -7.60 1.67 -5.80
H -3.81 1.22 -1.10
H -3.79 0.05 -3.28
H -5.56 0.50 -4.94
H -5.63 2.80 -0.55
H -9.96 4.96 -1.76
H -11.76 5.36 -3.40
H -11.65 4.32 -5.65
H -9.74 2.87 -6.25
```

Computed properties:
Gap between HOMO and LUMO in Ha: 0.301

Atomic partial charges in e from the Mulliken method, atoms 1 to 4:
1 C -0.86
2 C -0.58
3 C 0.09
4 F -0.38



No. 7
This record from the OMol25 dataset describes 4 unconnected molecules or ions with the total composition C26H42FN3O3. The level of theory is ωB97M-V/def2-TZVPD.

XYZ file:
```
75
C26H42FN3O3 ωB97M-V/def2-TZVPD
C -3.07 2.04 0.69
C -4.09 0.72 0.65
C -3.39 -0.52 -0.17
C -3.31 -1.94 0.64
C -2.94 -1.85 2.22
C -1.77 -0.78 2.62
C -0.36 -1.46 3.13
C 0.93 -0.68 2.40
C 1.37 -1.53 1.07
C 2.18 -0.60 -0.07
C 1.37 -0.92 -1.50
C 0.24 -0.06 -2.00
F -0.36 1.17 -1.43
C -0.14 -0.89 -3.36
O -1.35 -0.65 -3.91
O 0.92 -1.83 -3.76
C 1.70 -2.16 -2.53
O 2.50 -3.23 -2.43
H -1.93 1.73 0.54
H -3.30 2.82 -0.15
H -3.11 2.58 1.75
H -5.03 1.08 0.01
H -4.39 0.49 1.75
H -2.27 -0.23 -0.45
H -3.99 -0.65 -1.18
H -4.38 -2.46 0.52
H -2.56 -2.64 0.06
H -3.91 -1.64 2.85
H -2.53 -2.92 2.54
H -2.19 -0.14 3.54
H -1.49 0.00 1.79
H -0.26 -1.22 4.30
H -0.33 -2.62 2.99
H 1.84 -0.74 3.17
H 0.64 0.44 2.19
H 2.00 -2.49 1.32
H 0.36 -1.93 0.58
H 3.29 -1.04 -0.10
H 2.14 0.53 0.21
C -1.23 -3.57 -6.05
C -1.11 -4.52 -4.86
C -1.59 -5.94 -5.17
C -3.06 -5.90 -5.56
N -4.28 -5.88 -5.89
H -2.28 -3.44 -6.35
H -0.85 -2.58 -5.78
H -0.66 -3.94 -6.91
H -1.68 -4.11 -4.02
H -0.06 -4.56 -4.55
H -1.46 -6.58 -4.30
H -1.01 -6.37 -6.00
C 5.37 0.62 3.41
C 4.95 1.36 2.15
C 4.67 2.84 2.39
C 3.54 3.00 3.39
N 2.60 3.13 4.22
H 4.57 0.63 4.17
H 5.58 -0.43 3.19
H 6.27 1.07 3.85
H 4.05 0.87 1.73
H 5.74 1.26 1.40
H 4.38 3.33 1.45
H 5.56 3.34 2.77
C 0.84 4.08 1.48
C 0.42 4.82 0.21
C 0.14 6.31 0.45
C -0.99 6.46 1.45
N -1.93 6.59 2.29
H 0.05 4.10 2.23
H 1.05 3.03 1.25
H 1.74 4.53 1.91
H -0.48 4.34 -0.20
H 1.21 4.72 -0.54
H -0.14 6.79 -0.49
H 1.04 6.81 0.83
```

Computed properties:
Energy relative to the best compared isomer or geometry (same formula, charge and spin) in kcal per mole: 54.4
Gap between HOMO and LUMO in Ha: 0.310

Atomic partial charges in e from the Mulliken method, atoms 1 to 4:
1 C -0.50
2 C -0.44
3 C 0.25
4 C -0.68



No. 8
This record from the OMol25 dataset describes 2 unconnected molecules or ions with the total composition C9H13NO2. The level of theory is ωB97M-V/def2-TZVPD.

XYZ file:
```
25
C9H13NO2 ωB97M-V/def2-TZVPD
C -1.72 0.31 -1.71
C -2.62 0.15 -0.52
O -3.47 0.96 -0.26
N -2.47 -1.10 0.07
H -0.67 0.33 -1.25
H -1.75 1.31 -2.08
H -3.05 -1.44 0.82
H -1.68 -1.67 -0.17
H -1.68 -0.45 -2.46
C 1.15 2.08 -1.04
C 0.19 -0.34 1.78
C 0.26 0.80 0.98
C 1.17 -1.33 1.57
C 1.14 0.88 -0.05
C 2.15 -1.22 0.53
C 2.22 0.01 -0.09
O 1.01 -2.44 2.37
H -0.64 -0.59 2.42
H -0.54 1.52 1.11
H 1.75 -3.06 2.35
H 2.79 -2.07 0.36
H 2.05 2.61 -0.80
H 0.23 2.63 -0.92
H 3.04 0.26 -0.85
H 1.13 1.86 -2.15
```

Computed properties:
Energy relative to the best compared isomer or geometry (same formula, charge and spin) in kcal per mole: 26.2
Gap between HOMO and LUMO in Ha: 0.334

Atomic partial charges in e from the Mulliken method, atoms 1 to 4:
1 C -0.42
2 C 0.55
3 O -0.62
4 N -0.37



No. 9
This record from the OMol25 dataset describes 2 unconnected molecules or ions with the total composition C11H22BF3NO5Si. The level of theory is ωB97M-V/def2-TZVPD.

XYZ file:
```
44
C11H22BF3NO5Si ωB97M-V/def2-TZVPD
C -0.23 2.78 0.23
Si 0.13 2.50 -1.61
C -1.41 3.04 -2.55
C 1.63 3.56 -2.07
C 0.46 0.68 -2.05
O -0.78 0.01 -2.29
B -1.01 -0.63 -1.00
C -2.34 -1.57 -0.92
O -3.48 -0.75 -1.35
N -4.01 -0.09 -0.27
O -4.39 0.98 -0.54
O 0.31 -1.31 -0.77
C 1.17 -0.23 -0.99
C 2.62 -0.64 -1.24
F 3.19 0.06 -2.26
F 2.78 -1.95 -1.53
F 3.39 -0.39 -0.15
H 0.25 3.69 0.60
H 0.04 1.93 0.85
H -1.30 2.93 0.37
H -1.88 2.21 -3.08
H -2.14 3.42 -1.85
H -1.22 3.83 -3.27
H 1.48 4.60 -1.80
H 1.83 3.51 -3.14
H 2.52 3.22 -1.55
H 0.98 0.73 -3.02
H -1.12 0.12 -0.02
H -2.55 -1.84 0.11
H -2.35 -2.43 -1.59
H 1.20 0.28 -0.02
C -0.31 -3.10 3.35
C 1.11 -3.34 2.85
C 1.38 -2.05 2.09
O 0.63 -1.02 2.75
C -0.29 -1.61 3.67
H -0.58 -3.71 4.21
H -1.02 -3.30 2.55
H 1.80 -3.43 3.70
H 1.22 -4.22 2.22
H 1.03 -2.11 1.05
H 2.44 -1.77 2.08
H 0.07 -1.43 4.69
H -1.26 -1.14 3.55
```

Computed properties:
Gap between HOMO and LUMO in Ha: 0.297
Total charge: -1

Atomic partial charges in e from the Mulliken method, atoms 1 to 4:
1 C -1.07
2 Si 0.53
3 C -1.27
4 C -1.22



No. 10
This record from the OMol25 dataset describes a molecular structure, C18H15F5NPtS2Te. The level of theory is ωB97M-V/def2-TZVPD.

XYZ file:
```
43
C18H15F5NPtS2Te ωB97M-V/def2-TZVPD
Pt -1.92 -0.48 -0.61
S -2.89 0.28 -2.74
C -1.43 -0.46 -3.27
N -0.67 -0.81 -2.25
C 0.44 -1.57 -2.62
C 1.41 -2.10 -1.78
C 2.46 -2.78 -2.37
C 2.55 -2.92 -3.75
C 1.58 -2.39 -4.59
C 0.52 -1.71 -4.00
S -0.84 -0.94 -4.79
H 1.33 -1.98 -0.71
H 3.23 -3.21 -1.74
H 3.38 -3.47 -4.18
H 1.66 -2.50 -5.66
F -3.52 -2.41 0.68
C -2.97 -2.23 -0.54
F -3.96 -2.22 -1.42
C -2.10 -3.49 -0.83
F -1.70 -3.49 -2.10
F -2.81 -4.58 -0.60
F -1.02 -3.50 -0.03
C 1.85 4.78 2.86
C 1.08 3.52 2.59
C 0.52 3.27 1.35
C -0.18 2.10 1.09
C -0.81 1.92 -0.25
C -0.32 1.15 2.12
Te -1.24 -0.69 1.78
C 0.21 1.39 3.40
C 0.05 0.47 4.58
C 0.90 2.58 3.60
H 1.96 5.38 1.96
H 2.85 4.55 3.24
H 1.35 5.38 3.62
H 0.63 4.00 0.55
H -0.62 2.74 -0.93
H -1.91 1.86 -0.16
H -0.38 1.03 -0.77
H -0.26 -0.54 4.32
H -0.71 0.87 5.26
H 0.98 0.39 5.14
H 1.32 2.77 4.58
```

Computed properties:
Gap between HOMO and LUMO (alpha / beta) in Ha: 0.197 / 0.197
Total charge: +1

Atomic partial charges in e from the Mulliken method, atoms 1 to 4:
1 Pt 0.61
2 S -0.30
3 C 0.35
4 N -0.26



The calculation returns the following molar mass values, one per record and in order: 117.2, 757.2, 245.2, 77.2, 540.5, 894.7, 463.6, 167.2, 344.2, 727.1 g/mol.